Below is C27H61N11PdSSb2Si3 as an isolated structure, with properties calculated with ωB97M-V with the def2-TZVPD basis set.

Calculated values
- total charge = -2
- energy relative to the best compared isomer or geometry (same formula, charge and spin) (kcal/mol) = 43.8
- calculated total energy (eV) = -96405.256
- 2S+1 = 1
- orbital gap (eV) = 5.595

Element x y z (Å)
Sb (-3.396276, 0.031170, -0.305303)
Sb (3.747591, 0.555256, -0.430982)
Pd (-1.336212, 1.673418, -0.592699)
S (0.085371, -0.232091, -1.279331)
Si (6.251970, 1.068951, -0.371899)
Si (3.206008, 1.519912, 1.880416)
Si (3.900989, -1.873399, 0.341610)
N (-3.832276, 3.413546, -0.126510)
N (-2.483752, 3.297997, -0.099524)
N (0.313058, 3.056704, -0.731064)
N (-3.053103, 5.306085, 0.581479)
N (-0.723908, 4.810090, 0.559749)
N (-4.154591, 4.594234, 0.273916)
N (1.514024, 2.950183, -1.336716)
N (1.432018, 4.930323, -0.448898)
N (-2.468656, -0.822953, -2.045667)
N (2.161912, 4.054163, -1.175875)
N (-1.746607, -1.516559, 0.086534)
C (-5.233093, 1.391371, -2.380203)
C (1.362039, 1.437707, 2.153301)
C (-6.478043, 0.640221, -0.375482)
C (-2.725402, -3.288646, -1.182642)
C (-2.832581, -4.732479, -0.698380)
C (-2.050440, 4.476672, 0.337400)
C (7.206099, 1.011086, 1.257389)
C (-1.220777, -3.115200, -3.247455)
C (4.033180, 0.600021, 3.312138)
C (-1.299693, -2.892302, -1.742754)
C (3.802144, 3.297460, 1.944572)
C (-3.026574, -2.251971, -0.061601)
C (0.308887, 4.276462, -0.205024)
C (-5.636132, -1.048446, -2.000754)
C (-1.323808, -1.382401, -1.331277)
C (-4.738017, 1.293340, 2.341972)
C (2.330014, -2.323814, 1.265180)
C (6.489493, 2.804218, -1.064941)
C (-2.346334, 0.688147, 2.497788)
C (-0.147628, -3.659358, -1.090948)
C (7.115577, -0.127585, -1.554709)
C (-2.165730, -0.035906, -3.219337)
C (-5.345546, 0.290623, -1.329649)
C (-3.701700, 0.235297, 1.969482)
C (3.979712, -2.902099, -1.233713)
C (5.379814, -2.374777, 1.409101)
C (-4.090593, -1.069626, 2.654351)
H (-4.333114, -0.862086, 3.708053)
H (1.009900, 0.404507, 2.168410)
H (0.831300, 1.939273, 1.342169)
H (2.230278, -3.409724, 1.358073)
H (-7.420364, 0.693772, -0.940867)
H (-2.083701, 1.045691, -3.019765)
H (1.474922, -1.933643, 0.704455)
H (-4.639017, 1.516358, 3.415568)
H (6.851090, 1.784776, 1.940986)
H (-6.562058, -0.969070, -2.588847)
H (-1.213625, -0.321976, -3.672351)
H (3.727944, -0.446951, 3.352000)
H (5.899232, 2.947615, -1.971853)
H (-3.329382, -2.719263, 0.871506)
H (2.303146, -1.887654, 2.265602)
H (-5.758243, 0.944127, 2.181084)
H (7.105255, 0.045973, 1.756336)
H (-5.004301, 2.353086, -1.920312)
H (-0.594227, 5.788356, 0.762147)
H (4.888878, 3.358961, 1.839640)
H (-4.465603, 1.172114, -3.120311)
H (0.802890, -3.208491, -1.385755)
H (8.177357, 0.119330, -1.655095)
H (6.156136, 3.557881, -0.348074)
H (5.394938, -1.825390, 2.352295)
H (-6.316919, 1.608299, 0.099085)
H (-4.966639, -1.538564, 2.197577)
H (-6.603961, -0.117461, 0.402415)
H (3.529208, 3.743840, 2.906263)
H (-3.274409, -1.792524, 2.647934)
H (-3.859067, -4.947053, -0.387632)
H (3.907846, -3.973452, -1.021848)
H (-4.603637, 2.225901, 1.795878)
H (-2.953344, -0.180124, -3.972189)
H (-1.310227, -4.183679, -3.475371)
H (3.155299, -2.622751, -1.893417)
H (6.325383, -2.185832, 0.896073)
H (-2.183259, -4.925168, 0.159633)
H (-0.263059, -2.765972, -3.643935)
H (3.353396, 3.893105, 1.147203)
H (-0.143043, -4.704959, -1.413932)
H (-0.998551, -1.944126, 0.620610)
H (-1.544355, 0.010452, 2.200014)
H (3.729574, 1.070902, 4.253419)
H (8.269552, 1.192380, 1.068089)
H (7.542550, 2.994266, -1.297036)
H (-4.818049, -1.341351, -2.661321)
H (-5.765502, -1.845370, -1.263537)
H (-2.082449, 1.683604, 2.135995)
H (-3.432405, -3.157129, -2.004418)
H (-6.193507, 1.477815, -2.910477)
H (-0.188693, -3.661686, -0.000313)
H (-2.376890, 0.728418, 3.597399)
H (-2.024452, -2.584477, -3.755817)
H (1.090372, 1.914678, 3.100266)
H (5.326832, -3.444480, 1.637407)
H (6.657634, -0.076353, -2.545126)
H (7.037677, -1.160618, -1.208389)
H (-2.569419, -5.447371, -1.486051)
H (5.121201, 0.632644, 3.249906)
H (4.913266, -2.718439, -1.772464)

Force components x, y, z for each atom (eV/Å):
Sb 0.10 0.08 -0.03
Sb 0.01 0.01 0.01
Pd -0.04 -0.13 -0.05
S -0.04 0.09 0.04
Si -0.01 -0.03 -0.03
Si -0.02 0.00 0.02
Si 0.03 -0.02 0.01
N 0.04 0.05 -0.02
N -0.01 -0.04 0.08
N 0.03 0.02 0.03
N 0.00 0.02 -0.03
N 0.01 0.01 -0.05
N 0.00 -0.01 0.06
N -0.10 0.09 -0.14
N -0.02 0.02 -0.06
N 0.01 0.01 0.01
N 0.07 -0.06 0.17
N -0.04 0.03 0.00
C -0.01 0.02 0.01
C 0.03 0.01 -0.04
C 0.01 0.00 0.00
C 0.00 0.00 0.00
C 0.00 0.00 0.00
C 0.01 -0.02 0.00
C -0.01 -0.01 0.01
C 0.00 -0.01 0.00
C -0.01 0.01 0.00
C 0.00 0.01 -0.01
C 0.03 0.02 -0.02
C 0.00 -0.07 0.00
C -0.02 0.00 0.01
C 0.00 0.00 -0.01
C 0.00 0.00 0.01
C 0.02 0.01 0.00
C -0.02 0.04 -0.04
C -0.01 0.01 0.01
C 0.03 -0.01 0.02
C 0.00 -0.01 -0.01
C 0.00 0.00 0.00
C -0.02 0.00 0.00
C -0.01 0.00 0.02
C -0.02 -0.03 -0.02
C 0.01 -0.02 -0.01
C 0.01 0.02 -0.01
C -0.01 0.01 0.01
H 0.00 0.00 0.00
H -0.01 -0.02 -0.01
H -0.02 -0.02 0.04
H 0.00 0.00 0.00
H 0.00 0.00 0.00
H 0.01 0.00 0.00
H 0.00 0.00 0.02
H 0.00 0.01 0.00
H -0.01 0.00 0.02
H 0.00 0.00 0.00
H 0.00 0.00 0.00
H -0.02 0.00 0.00
H 0.01 -0.01 0.00
H 0.00 0.00 0.00
H 0.01 0.01 0.01
H 0.00 0.00 0.00
H 0.01 -0.01 0.00
H 0.00 -0.03 -0.02
H -0.01 0.00 0.00
H 0.00 -0.02 0.02
H 0.02 -0.01 -0.02
H -0.01 0.00 0.00
H 0.00 0.00 0.00
H -0.02 0.00 -0.01
H 0.00 0.00 -0.01
H -0.01 0.00 -0.01
H 0.01 -0.01 -0.01
H 0.00 0.00 0.02
H -0.01 0.01 0.00
H -0.01 0.00 0.00
H 0.00 0.00 0.00
H 0.00 0.00 0.00
H 0.00 0.01 -0.01
H -0.02 0.00 0.01
H 0.00 0.00 0.00
H -0.01 -0.01 0.00
H 0.01 -0.01 -0.01
H 0.00 0.00 0.00
H 0.00 0.00 0.00
H -0.03 -0.01 0.00
H 0.00 0.00 0.00
H 0.01 0.01 0.00
H 0.01 0.01 0.00
H 0.01 0.00 0.00
H 0.00 0.00 0.00
H 0.00 0.00 0.01
H -0.01 -0.01 0.00
H 0.00 0.00 0.00
H 0.00 0.01 -0.02
H 0.00 0.00 0.00
H 0.00 -0.01 -0.01
H 0.00 0.00 -0.01
H 0.00 0.00 0.00
H 0.00 0.00 0.00
H 0.00 0.00 0.01
H 0.00 0.00 0.00
H 0.00 0.00 0.00
H 0.00 -0.01 0.01
H 0.00 0.00 0.00
H 0.05 0.01 -0.01
H 0.00 0.00 0.00

These are the Löwdin partial charges, in e, on atoms 1 to 99: atom 1 (Sb): 1.5900, atom 2 (Sb): 0.8419, atom 3 (Pd): 0.4775, atom 4 (S): 0.5204, atom 5 (Si): 0.2364, atom 6 (Si): 0.2657, atom 7 (Si): 0.2439, atom 8 (N): -0.0951, atom 9 (N): -0.1064, atom 10 (N): -0.0971, atom 11 (N): 0.0079, atom 12 (N): 0.1239, atom 13 (N): -0.1069, atom 14 (N): -0.1063, atom 15 (N): 0.0051, atom 16 (N): -0.3343, atom 17 (N): -0.1168, atom 18 (N): -0.2031, atom 19 (C): -0.1334, atom 20 (C): -0.2279, atom 21 (C): -0.1394, atom 22 (C): -0.3061, atom 23 (C): -0.0886, atom 24 (C): -0.4901, atom 25 (C): -0.2354, atom 26 (C): -0.0497, atom 27 (C): -0.2283, atom 28 (C): -0.4576, atom 29 (C): -0.2261, atom 30 (C): -0.2637, atom 31 (C): -0.5057, atom 32 (C): -0.1435, atom 33 (C): -0.9052, atom 34 (C): -0.1421, atom 35 (C): -0.2382, atom 36 (C): -0.2458, atom 37 (C): -0.1678, atom 38 (C): -0.0638, atom 39 (C): -0.2510, atom 40 (C): -0.2560, atom 41 (C): -0.6770, atom 42 (C): -0.6512, atom 43 (C): -0.2465, atom 44 (C): -0.2330, atom 45 (C): -0.1475, atom 46 (H): 0.0717, atom 47 (H): 0.0135, atom 48 (H): -0.0121, atom 49 (H): 0.0286, atom 50 (H): 0.0746, atom 51 (H): 0.0373, atom 52 (H): -0.0252, atom 53 (H): 0.0742, atom 54 (H): 0.0096, atom 55 (H): 0.0736, atom 56 (H): 0.0458, atom 57 (H): -0.0001, atom 58 (H): 0.0248, atom 59 (H): 0.0581, atom 60 (H): 0.0112, atom 61 (H): 0.0508, atom 62 (H): 0.0039, atom 63 (H): 0.0432, atom 64 (H): 0.1188, atom 65 (H): 0.0022, atom 66 (H): 0.0471, atom 67 (H): 0.0612, atom 68 (H): 0.0179, atom 69 (H): 0.0155, atom 70 (H): 0.0042, atom 71 (H): 0.0631, atom 72 (H): 0.0678, atom 73 (H): 0.0654, atom 74 (H): 0.0265, atom 75 (H): 0.0587, atom 76 (H): 0.0685, atom 77 (H): 0.0233, atom 78 (H): 0.0421, atom 79 (H): 0.0593, atom 80 (H): 0.0746, atom 81 (H): 0.0154, atom 82 (H): 0.0040, atom 83 (H): 0.0673, atom 84 (H): 0.0832, atom 85 (H): -0.0001, atom 86 (H): 0.0767, atom 87 (H): 0.0882, atom 88 (H): 0.0466, atom 89 (H): 0.0247, atom 90 (H): 0.0205, atom 91 (H): 0.0182, atom 92 (H): 0.0552, atom 93 (H): 0.0685, atom 94 (H): 0.0468, atom 95 (H): 0.1094, atom 96 (H): 0.0747, atom 97 (H): 0.0674, atom 98 (H): 0.0776, atom 99 (H): 0.0692